Entry 1:
Density functional theory data (the ωB97M-V functional and the def2-TZVPD basis) for C2H3ClN2 in the gas phase at a distorted geometry.

Cartesian coordinates (Å):
C1 -0.173 0.025 -0.040
N1 -1.447 -0.947 0.294
Cl1 -1.782 -2.160 -0.958
C2 -1.568 -1.402 1.529
N2 -1.781 -1.593 2.630
H1 0.582 -0.090 0.791
H2 0.221 -0.515 -1.052
H3 -0.650 0.983 -0.285

Calculated values
Gap between HOMO and LUMO ... 9.694 eV
ΔE to the lowest compared entry with this formula, charge and spin ... 287.1 kJ/mol
HOMO ... -9.888 eV
SMILES ... CN(Cl)C#N

***

Entry 2:
Density functional theory data (the ωB97M-V functional and the def2-TZVPD basis) for a molecular structure, C43H36N10O4SSbSc at a distorted geometry.

Cartesian coordinates (Å):
Sc1 0.989 0.120 -1.149
C1 3.244 -2.172 0.540
C2 2.764 -2.804 -0.729
C3 3.479 -3.909 -1.196
C4 3.038 -4.599 -2.303
C5 1.853 -4.186 -2.889
C6 1.217 -3.064 -2.387
N1 1.667 -2.356 -1.354
Sb1 -0.685 -2.603 -3.330
C7 -0.135 -0.635 -4.023
C8 -0.918 0.016 -4.964
C9 -0.363 1.069 -5.674
C10 0.979 1.343 -5.496
C11 1.709 0.625 -4.546
C12 3.181 0.806 -4.428
N2 1.132 -0.307 -3.779
C13 -1.854 -2.190 -1.542
C14 -2.839 -3.099 -1.188
C15 -3.638 -2.811 -0.095
C16 -3.461 -1.599 0.543
C17 -2.467 -0.730 0.101
C18 -2.315 0.609 0.742
N3 -1.654 -1.054 -0.901
H1 3.155 -2.890 1.358
H2 2.669 -1.285 0.791
H3 4.297 -1.911 0.443
H4 4.372 -4.220 -0.676
H5 3.590 -5.442 -2.690
H6 1.426 -4.719 -3.729
H7 -1.939 -0.298 -5.140
H8 -0.951 1.629 -6.389
H9 1.468 2.106 -6.084
H10 3.484 1.795 -4.760
H11 3.671 0.053 -5.047
H12 3.494 0.646 -3.401
H13 -2.965 -4.009 -1.758
H14 -4.394 -3.509 0.234
H15 -4.090 -1.311 1.371
H16 -3.251 1.164 0.694
H17 -1.527 1.164 0.237
H18 -2.050 0.480 1.789
O1 -0.543 1.097 -1.920
N4 -0.853 2.172 -2.629
C19 -2.103 2.290 -3.097
C20 -2.469 3.346 -3.889
C21 -1.511 4.319 -4.203
C22 -0.243 4.194 -3.705
C23 0.117 3.098 -2.902
S1 1.663 2.849 -2.291
H19 -2.773 1.492 -2.807
H20 -3.479 3.408 -4.257
H21 -1.769 5.156 -4.832
H22 0.537 4.905 -3.919
C24 -5.568 -2.621 4.341
O2 -4.689 -2.646 5.436
C25 -3.821 -1.608 5.601
C26 -3.013 -1.674 6.738
C27 -2.074 -0.704 6.991
C28 -1.874 0.335 6.080
C29 -2.705 0.418 4.963
C30 -3.679 -0.533 4.731
N5 -0.959 1.345 6.366
N6 -0.144 1.785 5.551
C31 0.125 1.167 4.341
C32 0.289 -0.210 4.212
C33 0.536 -0.809 2.991
C34 0.595 -0.057 1.814
O3 0.669 -0.589 0.637
C35 0.544 1.376 1.940
N7 0.675 2.078 0.790
C36 0.538 3.384 0.852
C37 0.264 4.080 2.039
C38 0.150 3.385 3.214
C39 0.304 1.987 3.195
H23 -6.168 -3.527 4.426
H24 -5.027 -2.633 3.388
H25 -6.226 -1.744 4.380
H26 -3.150 -2.507 7.408
H27 -1.443 -0.765 7.863
H28 -2.591 1.247 4.278
H29 -4.309 -0.425 3.863
H30 0.236 -0.828 5.098
H31 0.637 -1.882 2.921
H32 0.645 3.922 -0.081
H33 0.138 5.150 2.011
H34 -0.048 3.882 4.152
N8 4.213 1.677 0.155
C40 4.081 0.710 -0.798
O4 2.904 0.333 -1.129
C41 5.238 0.128 -1.339
C42 6.506 0.566 -0.958
N9 7.542 0.939 -0.620
C43 5.140 -0.909 -2.268
N10 5.042 -1.766 -3.032
H35 3.398 2.224 0.381
H36 5.120 2.077 0.329

Calculated values
Gap between HOMO and LUMO ... 7.063 eV
ΔE to the lowest compared entry with this formula, charge and spin ... 52.5 kJ/mol
HOMO ... -7.331 eV

***

Entry 3:
Density functional theory data (the ωB97M-V functional and the def2-TZVPD basis) for a gas-phase ion, C7H16N5 (charge +1) at a distorted geometry.

Cartesian coordinates (Å):
C1 1.981 -3.604 0.666
N1 0.947 -2.870 -0.049
C2 0.704 -1.512 0.062
N2 -0.195 -1.033 -0.728
C3 -0.462 0.426 -0.809
C4 -1.051 0.737 -2.230
N3 0.785 1.156 -0.573
C5 0.661 1.895 0.599
N4 1.517 2.962 0.758
N5 -0.397 1.671 1.283
C6 -1.329 0.746 0.795
C7 -2.750 1.481 1.177
H1 2.630 -3.892 -0.133
H2 2.421 -2.960 1.373
H3 1.535 -4.504 1.109
H4 0.355 -3.383 -0.685
H5 1.130 -0.889 0.931
H6 -0.401 -1.611 -1.518
H7 -0.254 0.391 -2.923
H8 -1.101 1.741 -2.410
H9 -2.021 0.325 -2.439
H10 1.326 1.566 -1.309
H11 1.418 3.485 1.588
H12 2.467 2.852 0.350
H13 -1.114 -0.118 1.404
H14 -3.526 0.962 0.771
H15 -2.594 2.510 0.707
H16 -2.680 1.473 2.234

Calculated values
Gap between HOMO and LUMO ... 8.542 eV
ΔE to the lowest compared entry with this formula, charge and spin ... 64.0 kJ/mol
HOMO ... -11.861 eV
SMILES ... C/[NH+]=C/N[C@]1(C)NC(N)=N[C@H]1C
Charge ... +1

***

Entry 4:
Density functional theory data (the ωB97M-V functional and the def2-TZVPD basis) for 8 unconnected molecules or ions with the total composition C48H110N6O8 at a distorted geometry.

Cartesian coordinates (Å):
C1 0.993 -2.048 -2.023
C2 1.400 -1.667 -3.431
C3 0.670 -2.702 -4.380
N1 0.704 -2.310 -5.891
C4 0.290 -3.667 -6.668
C5 0.307 -3.390 -8.215
C6 1.805 -3.013 -8.646
C7 2.220 -1.735 -7.940
C8 2.120 -1.797 -6.406
C9 -0.337 -1.242 -6.145
H1 1.104 -3.097 -1.750
H2 -0.086 -1.891 -2.003
H3 1.544 -1.329 -1.418
H4 2.473 -1.855 -3.462
H5 1.280 -0.605 -3.643
H6 -0.371 -2.616 -4.068
H7 0.999 -3.740 -4.350
H8 0.869 -4.552 -6.404
H9 -0.679 -3.872 -6.211
H10 -0.113 -4.197 -8.815
H11 -0.421 -2.643 -8.530
H12 2.512 -3.836 -8.539
H13 1.893 -2.908 -9.727
H14 3.246 -1.528 -8.244
H15 1.627 -0.926 -8.368
H16 2.806 -2.569 -6.056
H17 2.229 -0.820 -5.936
H18 -0.425 -0.996 -7.204
H19 -0.054 -0.401 -5.513
H20 -1.341 -1.580 -5.890
C10 0.491 7.897 -0.038
C11 0.329 6.678 -1.060
C12 1.027 5.407 -0.587
N2 1.097 4.243 -1.673
C13 1.781 4.793 -2.986
C14 1.987 3.573 -3.937
C15 2.597 2.314 -3.299
C16 2.041 1.931 -1.915
C17 1.862 3.079 -1.023
C18 -0.277 3.867 -2.119
H21 0.158 7.511 0.925
H22 0.046 8.861 -0.286
H23 1.544 7.975 0.232
H24 0.824 7.051 -1.956
H25 -0.713 6.467 -1.300
H26 0.643 4.884 0.289
H27 2.047 5.637 -0.281
H28 2.687 5.317 -2.681
H29 1.151 5.523 -3.494
H30 2.586 3.992 -4.745
H31 1.083 3.183 -4.405
H32 3.624 2.680 -3.329
H33 2.584 1.519 -4.044
H34 2.792 1.277 -1.472
H35 1.115 1.357 -1.951
H36 2.833 3.510 -0.780
H37 1.326 2.969 -0.080
H38 -0.819 4.623 -2.687
H39 -0.887 3.689 -1.234
H40 -0.307 3.021 -2.806
C19 -0.307 -0.910 4.631
C20 -0.950 0.448 4.629
C21 -1.922 0.620 5.784
N3 -2.521 2.081 5.892
C22 -2.993 2.692 4.548
C23 -4.208 1.973 3.908
C24 -5.393 1.995 4.881
C25 -4.982 1.383 6.163
C26 -3.842 2.134 6.775
C27 -1.445 3.004 6.445
H41 0.579 -1.040 4.011
H42 -0.985 -1.721 4.363
H43 -0.070 -1.156 5.666
H44 -1.394 0.674 3.660
H45 -0.104 1.120 4.773
H46 -1.535 0.561 6.801
H47 -2.668 -0.161 5.636
H48 -2.074 2.650 3.963
H49 -3.087 3.754 4.774
H50 -3.780 0.998 3.675
H51 -4.337 2.447 2.935
H52 -6.198 1.379 4.480
H53 -5.907 2.931 5.100
H54 -4.658 0.345 6.084
H55 -5.807 1.456 6.871
H56 -3.488 1.657 7.689
H57 -3.902 3.161 7.135
H58 -0.594 2.901 5.772
H59 -1.215 2.801 7.491
H60 -1.833 4.008 6.273
C28 2.988 -0.842 5.793
C29 3.395 -1.536 4.481
C30 3.682 -0.361 3.422
N4 4.560 -0.844 2.196
C31 4.637 0.315 1.283
C32 5.253 0.047 -0.179
C33 4.734 -1.175 -0.869
C34 4.521 -2.340 0.109
C35 3.954 -2.029 1.522
C36 6.026 -1.190 2.662
H61 2.243 -0.055 5.674
H62 3.831 -0.397 6.322
H63 2.639 -1.531 6.562
H64 2.619 -2.253 4.211
H65 4.231 -2.166 4.785
H66 4.315 0.466 3.744
H67 2.722 0.101 3.191
H68 3.610 0.675 1.217
H69 5.196 1.009 1.911
H70 5.177 0.918 -0.830
H71 6.317 -0.034 0.042
H72 3.727 -1.138 -1.284
H73 5.451 -1.468 -1.637
H74 3.990 -3.167 -0.362
H75 5.491 -2.822 0.228
H76 2.886 -1.824 1.596
H77 4.035 -2.903 2.169
H78 6.624 -1.562 1.830
H79 5.929 -2.105 3.246
H80 6.301 -0.304 3.235
C37 -4.281 -0.173 -0.328
N5 -4.126 0.520 -1.680
C38 -5.066 1.720 -1.787
C39 -2.573 0.828 -1.921
C40 -4.583 -0.328 -2.840
C41 -3.725 -1.547 -3.315
O1 -3.464 -2.270 -2.143
H81 -3.812 0.568 0.319
H82 -3.726 -1.106 -0.228
H83 -5.307 -0.487 -0.133
H84 -4.749 2.246 -0.886
H85 -6.059 1.323 -1.575
H86 -4.735 2.321 -2.634
H87 -2.335 0.873 -2.984
H88 -2.102 -0.060 -1.499
H89 -2.314 1.674 -1.285
H90 -4.695 0.381 -3.660
H91 -5.596 -0.595 -2.538
H92 -2.865 -1.185 -3.879
H93 -4.401 -2.078 -3.985
H94 -3.271 -3.185 -2.359
C42 -2.620 -5.379 0.446
N6 -1.418 -4.739 1.181
C43 -0.586 -4.306 -0.030
C44 -1.806 -3.551 1.989
C45 -0.535 -5.609 2.064
C46 0.826 -5.030 2.642
O2 0.595 -4.268 3.827
H95 -2.182 -6.243 -0.053
H96 -3.068 -4.651 -0.231
H97 -3.363 -5.720 1.167
H98 0.255 -3.784 0.426
H99 -1.129 -3.716 -0.768
H100 -0.210 -5.228 -0.475
H101 -2.416 -2.915 1.348
H102 -0.956 -2.952 2.318
H103 -2.348 -4.008 2.816
H104 -0.423 -6.478 1.415
H105 -1.264 -5.887 2.825
H106 1.339 -4.564 1.800
H107 1.441 -5.813 3.086
H108 0.314 -4.964 4.426
O3 -1.589 0.074 1.106
C47 -0.250 0.107 1.009
O4 0.463 -0.878 0.861
O5 0.306 1.261 1.285
H109 -1.706 1.026 1.135
O6 -1.066 4.083 1.861
C48 -2.280 4.145 1.374
O7 -2.834 3.184 0.924
O8 -2.794 5.234 1.451
H110 -0.893 3.166 1.635

Calculated values
Gap between HOMO and LUMO (spin up / spin down) ... 2.966 / 6.877 eV
HOMO (spin up / spin down) ... -8.194 / -12.355 eV
Spin multiplicity ... 2
Charge ... +3

***

Number 1: electronic energy -647.612465 a.u.. Number 2: electronic energy -3907.969664 a.u.. Number 3: electronic energy -549.815270 a.u.. Number 4: electronic energy -2824.176813 a.u..